Here is C30H31BrFeGeN3O5S2 as an isolated structure from the Open Molecules 2025 dataset. Energies are from the ωB97M-V functional and the def2-TZVPD basis.

Computed properties:
LUMO level (spin up / spin down) (eV): 0.25 / -1.12
⟨S²⟩: 8.770
Multiplicity: 6
HOMO energy (spin up / spin down) (eV): -7.13 / -8.29
Kohn-Sham gap (spin up / spin down) (eV): 7.4 / 7.2
Strongest force on any atom (eV/Å): 0.43
Total energy (Ha): -8413.439621

Geometry as XYZ:
```
74
Properties=species:S:1:pos:R:3:forces:R:3
Fe 1.058671 0.595653 -2.259015 -0.296 -0.046 0.311
Br 0.708059 -1.032776 -5.681441 0.010 -0.003 -0.046
C 1.495725 -2.039676 -4.295470 -0.080 -0.128 -0.082
C 1.944002 -3.320468 -4.588358 -0.016 -0.005 0.045
C 2.485501 -4.072055 -3.560245 -0.024 0.087 0.046
C 2.559544 -3.522608 -2.289092 -0.084 0.092 -0.066
C 2.110015 -2.226304 -2.110538 0.109 -0.074 0.161
N 1.579917 -1.494671 -3.095463 0.111 0.190 -0.162
C 2.201504 -1.537759 -0.756771 -0.066 -0.100 -0.019
O 2.264659 -2.230279 0.243109 0.089 -0.107 0.047
O 2.177176 -0.255726 -0.805176 0.058 0.377 -0.116
H 1.857835 -3.704768 -5.592855 0.003 0.002 -0.019
H 2.843692 -5.073811 -3.752987 0.007 -0.033 -0.001
H 2.954228 -4.057448 -1.439881 0.023 -0.019 0.052
C -1.238286 4.588090 -3.124088 -0.080 0.033 0.098
C -0.213736 3.495265 -3.000161 0.075 -0.061 0.002
S -0.183538 2.629975 -1.549874 0.081 -0.079 0.015
C 0.655905 3.230972 -4.066928 0.084 -0.036 0.016
C 0.571014 4.050820 -5.326618 0.023 -0.020 -0.032
S 1.826951 2.006151 -4.064002 0.040 -0.110 0.002
H -1.693975 4.785774 -2.156238 -0.010 -0.006 -0.038
H -2.028223 4.288852 -3.815973 -0.036 0.004 -0.059
H -0.808348 5.513731 -3.502405 0.026 0.059 0.001
H 0.375244 5.102855 -5.131121 0.012 0.042 0.013
H -0.240463 3.677545 -5.956537 -0.041 0.011 -0.020
H 1.493997 3.963704 -5.893976 0.006 -0.008 -0.020
C -1.020439 -3.785115 0.638642 0.013 0.019 0.001
C -1.973487 -2.844121 1.363083 -0.017 -0.001 -0.022
C -2.274625 -1.562145 0.567887 -0.127 0.024 0.023
C -3.174667 -0.616193 1.406283 0.041 -0.130 0.112
C -3.460613 0.730474 0.761466 -0.028 0.031 0.005
C -3.048592 -1.916119 -0.689278 0.069 -0.042 0.022
O -4.019660 -2.630576 -0.680270 -0.094 -0.004 0.019
N -2.606244 -1.338291 -1.862162 -0.054 -0.035 -0.105
C -1.435606 -0.630635 -1.995581 0.084 0.048 -0.124
O -1.078816 -0.200016 -3.084104 -0.042 0.047 0.095
N -0.630711 -0.419021 -0.904226 0.023 0.026 0.002
C -0.994323 -0.820558 0.274007 -0.102 -0.140 -0.056
O -0.294147 -0.594047 1.324884 0.276 0.255 -0.037
H -0.843696 -4.679041 1.234132 0.013 -0.039 0.021
H -0.050291 -3.316711 0.456443 0.019 -0.004 0.017
H -1.438886 -4.108810 -0.315489 -0.020 -0.017 -0.065
H -1.551952 -2.545558 2.323797 -0.010 0.009 -0.010
H -2.930319 -3.332528 1.554212 0.018 0.011 -0.010
H -2.673005 -0.468389 2.365362 -0.028 -0.008 -0.039
H -4.102151 -1.160772 1.595121 0.010 0.022 0.000
H -2.548044 1.297121 0.565753 0.036 0.020 -0.003
H -4.076413 1.332019 1.428252 -0.020 0.039 0.004
H -4.000011 0.626173 -0.180963 -0.019 -0.005 -0.038
H -3.135233 -1.524863 -2.705465 0.055 0.021 0.072
Ge 0.904173 0.798463 1.745231 -0.058 -0.040 0.321
C -0.317930 1.737824 2.940751 0.072 -0.073 -0.083
C -0.569308 3.087597 2.715343 -0.005 0.023 -0.078
C -1.453992 3.791509 3.521663 0.005 0.013 -0.016
C -2.102038 3.147003 4.561212 -0.035 0.030 0.033
C -1.864829 1.799737 4.796421 -0.019 -0.026 0.034
C -0.978970 1.103417 3.991968 0.065 -0.079 0.005
C 2.355501 -0.121810 2.617646 -0.130 0.038 -0.041
C 3.666621 0.271032 2.378381 -0.007 0.036 -0.072
C 4.717966 -0.361678 3.024133 0.003 0.012 -0.010
C 4.463163 -1.395846 3.909694 0.058 -0.015 0.025
C 3.158635 -1.798081 4.151047 -0.051 -0.018 0.006
C 2.109105 -1.161510 3.510008 -0.038 0.014 -0.035
H 1.259856 1.783005 0.643445 0.003 -0.161 -0.136
H -0.086446 3.595401 1.888735 0.030 0.029 -0.037
H -1.640962 4.839253 3.332438 -0.005 0.052 -0.014
H -2.793932 3.691719 5.189545 -0.019 0.015 0.016
H -2.369677 1.295154 5.609247 -0.016 -0.022 0.025
H -0.802089 0.052159 4.186917 0.005 -0.035 0.017
H 3.874783 1.056190 1.662370 0.013 0.037 -0.025
H 5.735632 -0.055176 2.827154 0.047 0.021 -0.015
H 5.283131 -1.895710 4.407952 0.021 -0.010 0.012
H 2.960865 -2.613431 4.833188 -0.016 -0.030 0.027
H 1.095603 -1.499540 3.685829 -0.042 -0.015 0.022
```
Positions in Å, forces in eV/Å.